# 1
# C41H53IN6O5RbSSi

A molecular structure, C41H53IN6O5RbSSi at a distorted geometry (wB97M-V/def2-TZVPD, OMol25).

```
109
Properties=species:S:1:pos:R:3:forces:R:3
Rb 1.248766 2.370708 0.435977 0.017 -0.183 0.081
C 0.843665 -1.036375 -4.337697 1.832 0.665 1.261
Si 1.998013 -2.109518 -3.477709 0.538 1.022 -0.787
C 3.220051 -1.409382 -2.085070 -0.622 0.415 -1.062
N 2.691412 -0.917569 -0.822653 1.115 0.761 1.149
C 1.660771 -1.601639 -0.078278 -0.429 -1.079 -1.198
C 2.095892 -2.915090 0.611518 -1.044 0.078 1.184
C 3.567345 -2.958373 0.844770 1.192 -0.068 -0.147
C 3.999301 -1.569899 1.286420 0.835 0.053 -0.344
C 3.791331 -0.530805 0.119532 -0.798 -1.490 0.121
C 1.261711 -3.705292 -2.837202 0.418 0.113 0.513
C -0.015594 -3.745820 -2.253671 1.071 -0.998 -0.954
C -0.457715 -4.925809 -1.703045 0.155 0.347 0.286
C 0.389002 -6.039148 -1.708688 -2.080 0.186 0.233
C 1.606476 -6.024009 -2.287285 1.608 -0.958 -0.159
C 2.085702 -4.839036 -2.796102 -0.021 0.541 -0.232
C 3.346953 -2.846001 -4.671815 -0.001 -0.387 0.533
C 2.938592 -3.520422 -5.818295 0.044 0.229 -0.677
C 3.814603 -3.981039 -6.797654 0.468 0.754 1.586
C 5.191356 -3.824551 -6.596794 0.212 -0.254 0.288
C 5.653357 -3.326171 -5.378454 -1.096 0.229 -0.013
C 4.708170 -2.847634 -4.441781 1.511 0.849 -0.221
H -0.034278 -1.449890 -4.739263 -1.182 -0.432 -0.581
H 1.288151 -0.185739 -4.891810 -0.370 -0.482 0.154
H 3.730340 -0.507274 -2.564214 -0.355 -1.143 0.332
H 3.971177 -2.217748 -1.988134 -0.057 0.274 0.229
H 0.879452 -1.901553 -0.769439 -0.197 0.312 -0.205
H 1.179666 -0.888187 0.580633 0.117 0.087 0.497
H 1.743444 -3.799492 0.109597 -0.131 -0.297 -0.728
H 1.569996 -2.983500 1.597394 0.401 0.226 -0.403
H 4.151788 -3.210701 -0.055557 -0.413 0.008 -0.035
H 3.860457 -3.736747 1.560341 -0.184 0.184 0.146
H 5.085375 -1.628000 1.588415 -1.114 0.506 0.013
H 3.329492 -1.246872 2.101483 0.638 -0.113 0.091
H 4.657512 -0.403245 -0.502715 0.623 0.128 0.018
H 3.573524 0.372008 0.654733 -0.229 0.988 -0.066
H -0.654653 -2.903917 -2.357956 -0.440 0.735 0.159
H -1.442039 -4.885221 -1.254895 -0.062 -0.627 0.106
H 0.015159 -6.961726 -1.361035 -0.443 -0.956 0.629
H 2.202845 -6.965514 -2.319300 -0.386 0.896 0.045
H 3.105451 -4.808236 -3.171374 -0.230 0.128 -0.122
H 1.884187 -3.577738 -6.017063 -0.461 -0.106 -0.053
H 3.395937 -4.424459 -7.656276 -0.168 -0.446 -1.091
H 5.910116 -4.084525 -7.367900 -0.095 -0.185 0.013
H 6.709849 -3.252779 -5.148677 0.013 0.044 -0.166
H 5.110803 -2.275331 -3.594333 -0.128 -0.575 -0.184
N -0.770164 0.228024 -1.388131 0.672 -0.302 -0.473
C -1.555987 1.472187 -1.577303 0.836 -0.409 -1.038
C -1.369218 2.006274 -3.032665 -0.221 1.108 1.736
C -0.059421 2.779308 -3.350870 -1.517 -0.795 0.332
N 1.100781 2.083871 -2.855734 1.415 0.327 -0.006
H -0.105501 0.072740 -2.196671 -0.986 0.050 1.100
H -1.322374 -0.632424 -1.343970 -0.033 0.620 -0.036
H -1.256315 2.230823 -0.832538 -0.256 -0.182 -0.414
H -2.632631 1.308197 -1.482583 0.035 -0.235 0.317
H -2.237854 2.666882 -3.155194 0.289 0.228 -0.473
H -1.491325 1.182344 -3.701169 0.014 -0.665 -0.520
H -0.061274 3.723195 -2.816616 -0.316 0.460 -0.361
H -0.134653 2.864697 -4.441497 0.521 0.555 -0.083
H 1.952176 2.552192 -3.203183 -0.558 -0.329 0.286
H 1.145585 1.135056 -3.203556 -0.020 -0.423 -0.204
O 1.726586 0.394001 3.538470 0.093 -0.510 -0.219
N 0.815994 0.915904 4.263114 -0.709 0.935 0.730
C 0.029297 0.168691 5.096865 0.475 0.300 -0.627
C -0.979066 0.720426 5.860216 1.203 0.358 -0.430
C -1.135290 2.088162 5.842344 -0.621 0.362 -0.204
C -0.329420 2.862059 5.015826 0.000 0.900 -0.553
C 0.631041 2.275632 4.219431 -0.004 -1.072 0.600
H 0.275557 -0.867407 5.052488 0.016 -0.533 0.048
H -1.559040 0.086166 6.484605 -0.465 -0.411 0.309
H -1.963132 2.523638 6.384933 0.140 0.207 0.120
H -0.467868 3.955879 4.897781 0.122 -0.842 0.250
H 1.339284 2.754007 3.568142 -0.097 0.546 -0.115
O -1.231723 1.707524 2.006400 0.010 0.056 -0.050
S -2.299037 0.763058 1.585705 -0.221 -0.573 0.713
C -3.836341 1.683159 1.416140 0.477 -0.500 0.077
C -3.909708 2.956679 1.912489 -1.360 0.840 -0.609
C -5.162525 3.628763 1.749278 1.872 0.517 1.165
C -6.242592 2.958900 1.290041 -1.062 -0.243 -0.717
C -6.138136 1.644575 0.851789 -0.510 -0.040 0.076
C -4.938538 1.014065 0.859894 1.323 -0.454 0.046
C -2.812539 -0.180023 3.113770 0.267 -0.344 -1.052
C -3.863813 0.221543 3.890013 -0.370 0.183 0.516
C -4.302831 -0.550836 4.963708 -0.946 1.438 -0.376
C -3.669467 -1.706288 5.284946 1.020 -0.356 -0.150
C -2.603058 -2.130914 4.486827 1.407 -1.849 0.754
C -2.176993 -1.400895 3.387165 -0.328 0.580 0.070
H -3.067246 3.470087 2.360761 0.101 -0.139 -0.100
H -5.244163 4.663753 2.072148 0.010 -0.003 -0.094
H -7.201612 3.443708 1.166098 0.010 0.203 0.238
H -7.016084 1.113543 0.546693 -0.367 -0.140 -0.383
H -4.803056 0.009747 0.451609 -0.105 0.198 0.216
H -4.343494 1.167093 3.720168 -0.209 0.176 -0.194
H -5.179976 -0.171170 5.498424 0.446 -0.277 0.127
H -3.898203 -2.180769 6.213089 -0.261 -0.675 0.257
H -2.013543 -3.078842 4.804366 -1.126 1.684 -0.706
H -1.334012 -1.695398 2.777451 0.042 -0.226 -0.007
N -1.113868 5.827579 1.454561 -1.059 0.540 -0.217
C -1.337558 5.137732 0.297327 0.592 1.016 0.965
O -0.545654 4.288212 -0.121913 -0.154 -0.107 -0.324
C -2.539639 5.538041 -0.399853 -1.202 -0.072 -0.103
I -5.163029 8.093642 2.176926 0.046 -0.195 -0.062
H -0.249047 5.751325 1.994976 0.184 -0.050 -0.090
H -1.735154 6.625248 1.680616 0.580 -0.941 -0.183
H -2.776597 5.156088 -1.389185 0.335 -0.041 0.173
H -3.344537 6.083907 0.115532 0.551 -0.067 -0.167
O 2.095691 4.629870 2.486317 0.245 -1.463 -0.548
N 2.287438 5.766734 2.941817 0.409 0.138 0.107
O 1.261939 6.429286 3.072696 -0.747 0.960 0.322
```
Forces are in eV/Å.

Computed properties:
Kohn-Sham gap, Eh: 0.1899
Molecular weight, g mol⁻¹: 982.44
Charge: -2
HOMO energy, eV: -1.925
Electronic energy, hartree: -3308.1893
Energy above the lowest of the compared OMol25 structures with the same formula, charge and spin, kJ/mol: 43.5
Spin multiplicity: 2

These are the Mulliken partial charges, in e, on atoms 1 to 8:
1 Rb 0.529
2 C -1.358
3 Si 0.649
4 C -0.839
5 N 0.600
6 C 0.479
7 C -0.662
8 C -0.863

# 2
# C48H54ClN5O12Si

6 unconnected molecules or ions with the total composition C48H54ClN5O12Si (wB97M-V/def2-TZVPD, OMol25).

```
121
Properties=species:S:1:pos:R:3:forces:R:3
C 1.533380 -1.457523 -1.017933 0.278 -0.093 0.395
Si 2.765149 -1.560358 0.406420 -0.111 0.148 0.053
C 3.996731 -2.886716 -0.087201 0.027 0.058 -0.044
C 3.607457 0.104970 0.682233 -0.198 0.074 -0.377
C 2.775148 1.296961 0.169630 0.135 0.082 0.495
C 1.624070 1.626363 1.136535 0.185 0.468 -0.132
C 0.424804 2.362435 0.518659 -0.019 -0.149 0.040
C -0.824729 1.496499 0.403271 -0.317 0.168 0.023
C -1.406789 1.109774 1.762945 -0.213 -0.290 0.086
C -2.403585 -0.069455 1.687000 -0.140 0.369 -0.220
C -3.814556 0.244882 2.226221 0.158 -0.521 0.072
C -4.908274 -0.158506 1.268868 -0.143 0.171 0.176
O -4.937268 -1.616892 1.219697 -0.037 0.083 -0.331
C -5.897369 -2.078597 0.412487 0.012 0.052 0.290
O -7.054705 -2.144074 0.660205 0.069 -0.021 -0.048
Cl -5.254265 -2.613446 -1.126158 0.083 -0.101 -0.113
C 1.745988 -2.030156 1.926491 -0.009 -0.247 -0.082
C 0.803549 -3.060492 1.801749 -0.021 0.052 0.127
C -0.019936 -3.430576 2.858397 0.155 0.202 -0.005
C 0.095992 -2.766149 4.073842 0.026 -0.006 0.000
C 1.027988 -1.746293 4.229010 -0.111 -0.134 -0.062
C 1.846019 -1.387694 3.163936 -0.115 -0.098 -0.071
H 1.109215 -2.453095 -1.158917 -0.086 0.033 -0.146
H 2.006221 -1.133496 -1.944818 -0.051 0.021 -0.062
H 0.733893 -0.773478 -0.743562 -0.090 0.032 -0.174
H 4.689755 -3.173858 0.702541 0.027 0.035 0.030
H 3.495826 -3.783921 -0.456136 -0.075 -0.032 0.103
H 4.578770 -2.487396 -0.922698 0.082 -0.022 0.024
H 3.813049 0.279568 1.741259 0.122 -0.117 0.034
H 4.574535 0.093505 0.176920 0.041 -0.056 0.028
H 3.431402 2.171422 0.146491 -0.043 0.042 -0.244
H 2.423039 1.144373 -0.852254 -0.094 -0.124 0.008
H 1.296103 0.727641 1.660785 -0.078 -0.050 -0.118
H 2.055398 2.277578 1.902172 0.008 -0.180 0.179
H 0.162304 3.232847 1.127828 0.003 0.025 0.005
H 0.693471 2.760649 -0.463855 0.026 -0.029 -0.030
H -1.585610 2.073422 -0.129193 0.050 -0.240 -0.002
H -0.656446 0.594325 -0.188274 0.241 -0.016 0.022
H -0.619316 0.846910 2.472873 0.081 0.076 -0.057
H -1.928836 1.979585 2.171744 0.158 0.023 -0.006
H -1.988613 -0.940256 2.192430 -0.014 -0.052 -0.006
H -2.517676 -0.351380 0.636125 0.083 -0.082 -0.017
H -3.931210 1.304619 2.455169 -0.004 0.056 -0.063
H -3.987997 -0.310067 3.151345 -0.050 0.181 0.117
H -5.892205 0.188924 1.590711 -0.001 -0.043 0.065
H -4.715864 0.217832 0.260278 0.045 -0.049 -0.034
H 0.703496 -3.583521 0.856942 -0.020 -0.008 -0.019
H -0.751882 -4.217552 2.730994 0.008 -0.037 0.010
H -0.533526 -3.046032 4.909474 -0.037 0.003 -0.009
H 1.093755 -1.224367 5.173816 0.110 -0.049 -0.048
H 2.557560 -0.582382 3.297477 0.016 0.010 0.037
C -10.886501 -0.799681 1.954427 -0.017 0.043 -0.029
C -11.944520 0.097819 2.024756 0.071 -0.043 -0.015
C -12.108180 1.058854 1.040066 -0.108 0.016 0.100
C -11.201802 1.097389 -0.003067 0.008 -0.064 0.047
C -10.140085 0.216057 -0.090319 0.112 -0.070 -0.028
C -9.982985 -0.740195 0.900679 -0.097 -0.010 0.065
N -11.378791 2.107318 -1.061566 0.016 0.025 0.004
O -12.306511 2.882923 -0.951462 -0.022 0.016 -0.003
O -10.585889 2.104891 -1.981104 0.017 0.006 -0.017
H -10.764897 -1.550631 2.723979 0.005 -0.001 0.004
H -12.645594 0.049367 2.846719 -0.008 0.007 0.002
H -12.924874 1.763514 1.081712 0.020 0.031 -0.078
H -9.447846 0.273387 -0.916973 -0.048 0.053 -0.040
H -9.159260 -1.436287 0.847017 -0.023 0.022 -0.001
C 9.829389 -2.400685 -3.816744 0.024 -0.013 -0.027
C 9.569820 -2.954093 -2.569692 -0.015 0.039 -0.059
C 8.674583 -2.339585 -1.708858 0.038 -0.132 0.056
C 8.051992 -1.176349 -2.122457 0.046 -0.038 -0.053
C 8.299839 -0.603890 -3.356588 -0.005 0.064 -0.132
C 9.197552 -1.227366 -4.208286 0.007 -0.060 0.051
N 7.078203 -0.536361 -1.223633 -0.019 -0.026 -0.024
O 6.884670 -1.053728 -0.142417 0.034 0.023 0.055
O 6.513113 0.463970 -1.620203 -0.001 0.028 0.005
H 10.517916 -2.892961 -4.490690 -0.007 -0.005 -0.006
H 10.060045 -3.870471 -2.271289 0.005 -0.005 0.002
H 8.459845 -2.759497 -0.737707 -0.060 0.061 0.016
H 7.797098 0.305804 -3.648504 -0.045 0.002 0.075
H 9.398855 -0.802646 -5.181907 0.000 0.003 -0.006
C -3.642204 3.188377 5.510862 0.020 -0.016 0.009
C -2.551545 2.985304 4.675803 -0.065 0.025 0.086
C -1.470755 2.235554 5.112194 0.043 0.048 -0.105
C -1.508708 1.701931 6.387076 -0.079 0.057 -0.036
C -2.581648 1.894817 7.237713 -0.106 0.001 0.099
C -3.655909 2.646159 6.789833 0.015 0.016 -0.074
N -0.369781 0.892967 6.852460 -0.016 -0.011 -0.014
O 0.564365 0.750894 6.088986 0.045 0.112 0.069
O -0.434259 0.408616 7.963430 0.002 -0.001 0.011
H -4.484989 3.771636 5.163782 0.001 0.013 0.002
H -2.540172 3.410588 3.681547 0.006 0.035 0.025
H -0.616229 2.070372 4.472691 0.013 -0.049 0.066
H -2.578352 1.466498 8.228590 0.075 -0.042 -0.014
H -4.504771 2.807530 7.439793 -0.003 -0.004 0.010
C -0.956148 7.095736 -4.728033 -0.004 -0.011 0.021
C -1.225741 5.733803 -4.696901 0.014 0.075 0.016
C -1.490091 5.104763 -3.491159 -0.006 -0.099 -0.103
C -1.480844 5.861877 -2.334483 0.009 0.042 -0.074
C -1.210240 7.217506 -2.340721 0.022 0.140 0.025
C -0.945446 7.834801 -3.552339 -0.005 -0.055 -0.057
N -1.777026 5.203261 -1.052158 0.055 -0.067 0.039
O -1.989435 4.006226 -1.068213 -0.102 0.178 -0.091
O -1.788098 5.889075 -0.051489 -0.012 0.032 0.038
H -0.754263 7.583317 -5.672478 0.007 0.000 -0.003
H -1.232281 5.159807 -5.613052 0.000 -0.011 -0.001
H -1.700409 4.046639 -3.451472 -0.016 0.004 0.084
H -1.207069 7.779438 -1.419009 -0.025 -0.069 0.044
H -0.732693 8.894473 -3.578331 0.001 0.007 0.008
C 4.469640 -5.694107 -4.975261 0.023 0.006 -0.003
C 5.478981 -6.360835 -4.293125 -0.043 0.046 -0.044
C 6.807227 -6.070455 -4.559269 -0.005 -0.094 0.107
C 7.096678 -5.108404 -5.509045 -0.073 -0.013 0.021
C 6.108735 -4.435507 -6.203633 -0.084 0.089 -0.079
C 4.784248 -4.736163 -5.930333 0.000 -0.053 0.059
N 8.504767 -4.777508 -5.778146 0.025 0.060 0.052
O 9.356774 -5.386311 -5.161983 0.025 -0.023 -0.001
O 8.735810 -3.900052 -6.585472 0.014 0.001 -0.034
H 3.433797 -5.920723 -4.760501 -0.004 -0.004 -0.002
H 5.232215 -7.106368 -3.550077 0.006 -0.006 0.006
H 7.602143 -6.579903 -4.035952 0.059 0.048 -0.037
H 6.368097 -3.690514 -6.940539 0.083 -0.007 0.018
H 3.997039 -4.219340 -6.461453 0.001 0.008 -0.007
```
Forces are in eV/Å.

Computed properties:
Kohn-Sham gap, Eh: 0.3026
Molecular weight, g mol⁻¹: 956.52
Charge: 0
SMILES: C[Si](C)(CCCCCCCCCOC(=O)Cl)c1ccccc1.O=[N+]([O-])c1ccccc1.O=[N+]([O-])c1ccccc1.O=[N+]([O-])c1ccccc1.O=[N+]([O-])c1ccccc1.O=[N+]([O-])c1ccccc1
HOMO energy, eV: -8.901
Electronic energy, hartree: -3787.3948
Energy above the lowest of the compared OMol25 structures with the same formula, charge and spin, kJ/mol: 0.0

These are the Mulliken partial charges, in e, on atoms 1 to 8:
1 C -0.705
2 Si -0.097
3 C -1.050
4 C -0.187
5 C -1.297
6 C 0.839
7 C -1.077
8 C -0.829